1.
{"formula": "C43H47CrN4P2S2Si", "method": "ωB97M-V/def2-TZVPD", "orbital_gap_ev": [7.1394, 8.0073], "max_force_ev_per_a": 1.71, "charge": 1, "multiplicity": 5, "species": ["Cr", "C", "Si", "C", "C", "C", "C", "C", "C", "P", "C", "C", "C", "C", "C", "C", "C", "C", "C", "C", "C", "C", "C", "C", "C", "C", "C", "C", "P", "C", "C", "C", "C", "C", "C", "C", "C", "C", "C", "C", "C", "H", "H", "H", "H", "H", "H", "H", "H", "H", "H", "H", "H", "H", "H", "H", "H", "H", "H", "H", "H", "H", "H", "H", "H", "H", "H", "H", "H", "H", "H", "H", "C", "C", "N", "C", "S", "N", "C", "C", "H", "H", "H", "H", "H", "H", "H", "H", "H", "H", "H", "H", "N", "C", "N", "S", "H", "H", "H", "H"], "xyz": [[-0.873, 0.034, -0.058], [-3.689, 0.983, 2.486], [-1.923, 1.250, 1.771], [-1.952, 3.110, 1.333], [-2.671, 4.087, 2.020], [-2.655, 5.411, 1.609], [-1.930, 5.786, 0.486], [-1.211, 4.835, -0.220], [-1.217, 3.510, 0.211], [-0.194, 2.221, -0.561], [-0.013, 2.762, -2.288], [0.926, 3.703, -2.699], [0.944, 4.131, -4.019], [0.030, 3.621, -4.929], [-0.908, 2.680, -4.524], [-0.929, 2.250, -3.207], [1.439, 2.496, 0.208], [2.591, 2.040, -0.437], [3.826, 2.153, 0.180], [3.925, 2.715, 1.446], [2.784, 3.160, 2.095], [1.543, 3.046, 1.484], [-0.837, 1.096, 3.353], [-1.187, 1.763, 4.526], [-0.498, 1.562, 5.713], [0.579, 0.691, 5.746], [0.969, 0.032, 4.590], [0.263, 0.222, 3.402], [0.758, -0.618, 1.859], [-0.614, -1.845, 1.670], [-1.657, -2.032, 2.587], [-2.589, -3.034, 2.396], [-2.501, -3.879, 1.295], [-1.474, -3.716, 0.383], [-0.540, -2.703, 0.566], [2.114, -1.730, 2.382], [1.923, -3.036, 2.826], [3.016, -3.812, 3.182], [4.300, -3.294, 3.093], [4.496, -1.994, 2.650], [3.408, -1.217, 2.285], [-3.787, 1.520, 3.430], [-3.893, -0.070, 2.698], [-4.465, 1.367, 1.817], [-3.259, 3.811, 2.888], [-3.218, 6.154, 2.160], [-1.922, 6.819, 0.163], [-0.658, 5.119, -1.105], [1.643, 4.092, -1.987], [1.667, 4.872, -4.335], [0.045, 3.962, -5.956], [-1.628, 2.294, -5.236], [-1.661, 1.523, -2.871], [2.513, 1.603, -1.424], [4.715, 1.805, -0.333], [4.893, 2.810, 1.922], [2.858, 3.610, 3.076], [0.657, 3.387, 2.005], [-2.015, 2.463, 4.516], [-0.808, 2.077, 6.614], [1.116, 0.519, 6.670], [1.821, -0.634, 4.618], [-1.697, -1.417, 3.478], [-3.370, -3.186, 3.132], [-3.225, -4.673, 1.163], [-1.387, -4.377, -0.470], [0.322, -2.643, -0.083], [0.923, -3.444, 2.907], [2.867, -4.823, 3.540], [5.150, -3.905, 3.369], [5.498, -1.588, 2.587], [3.549, -0.202, 1.929], [-0.675, -3.042, -5.886], [0.192, -1.804, -5.660], [0.076, -1.256, -4.316], [0.844, -1.576, -3.270], [0.868, -0.591, -1.889], [1.650, -2.637, -3.371], [2.578, -3.091, -2.339], [3.425, -4.229, -2.881], [-0.457, -3.481, -6.860], [-1.731, -2.775, -5.859], [-0.494, -3.793, -5.115], [-0.101, -1.019, -6.356], [1.244, -2.025, -5.854], [-0.576, -0.506, -4.156], [1.642, -3.171, -4.227], [2.016, -3.423, -1.465], [3.202, -2.256, -2.021], [2.797, -5.056, -3.218], [4.090, -4.602, -2.106], [4.039, -3.890, -3.717], [-4.795, -2.549, -1.550], [-4.083, -1.515, -1.084], [-4.550, -0.864, -0.018], [-2.665, -1.038, -1.858], [-5.678, -2.813, -1.148], [-4.482, -3.015, -2.381], [-5.383, -1.155, 0.466], [-4.008, -0.109, 0.366]]}

2.
{"formula": "C49H52Br5EuFN6O5SSi", "method": "ωB97M-V/def2-TZVPD", "orbital_gap_ev": [5.3183, 5.6356], "max_force_ev_per_a": 1.11, "charge": -2, "multiplicity": 8, "species": ["Eu", "Br", "C", "C", "Br", "C", "Br", "C", "O", "C", "O", "C", "Br", "C", "Si", "C", "C", "N", "C", "C", "C", "C", "C", "C", "F", "H", "H", "H", "H", "H", "H", "H", "H", "H", "H", "H", "H", "H", "O", "H", "H", "Br", "C", "C", "C", "C", "C", "N", "H", "H", "H", "H", "C", "C", "N", "C", "C", "C", "O", "C", "C", "C", "C", "N", "C", "H", "H", "H", "H", "H", "H", "H", "H", "H", "H", "H", "H", "H", "H", "C", "C", "C", "N", "C", "S", "N", "C", "O", "C", "C", "C", "C", "C", "C", "H", "H", "H", "H", "H", "H", "H", "H", "H", "H", "H", "H", "H", "H", "C", "C", "C", "C", "C", "C", "C", "C", "H", "H", "H", "H", "H"], "xyz": [[11.776, 11.632, 14.007], [8.151, 8.675, 19.783], [9.611, 9.188, 18.678], [10.801, 8.499, 18.711], [11.055, 6.991, 19.844], [11.823, 8.867, 17.799], [13.500, 7.970, 17.730], [11.637, 9.880, 16.885], [12.539, 10.251, 16.041], [10.381, 10.614, 16.856], [10.233, 11.553, 15.975], [9.405, 10.240, 17.769], [7.783, 11.210, 17.647], [9.532, 8.617, 14.512], [8.646, 9.823, 13.350], [7.694, 8.629, 12.185], [7.263, 10.770, 14.225], [9.664, 10.948, 12.571], [9.670, 11.443, 11.317], [9.038, 10.919, 10.163], [8.999, 11.532, 8.924], [9.700, 12.707, 8.692], [10.397, 13.265, 9.784], [10.373, 12.654, 11.009], [11.062, 13.242, 12.034], [9.019, 8.370, 15.446], [10.555, 8.911, 14.739], [9.648, 7.687, 13.964], [7.117, 7.963, 12.820], [8.357, 8.000, 11.590], [6.961, 9.102, 11.518], [6.528, 10.132, 14.681], [6.820, 11.389, 13.442], [7.736, 11.408, 14.957], [8.550, 9.949, 10.232], [8.490, 11.032, 8.118], [9.717, 13.159, 7.708], [11.015, 14.146, 9.674], [13.342, 12.738, 16.377], [13.954, 12.566, 15.660], [13.015, 11.832, 16.532], [14.064, 12.287, 10.676], [14.612, 13.491, 12.010], [15.837, 14.144, 11.860], [16.217, 15.005, 12.871], [15.375, 15.197, 13.970], [14.170, 14.536, 13.982], [13.795, 13.676, 13.023], [16.421, 13.994, 10.983], [17.188, 15.476, 12.839], [15.660, 15.875, 14.767], [13.453, 14.671, 14.776], [15.462, 13.764, 18.422], [16.093, 12.387, 18.530], [17.496, 12.367, 18.094], [18.494, 12.972, 18.956], [18.961, 14.323, 18.428], [17.957, 11.693, 17.005], [19.164, 11.645, 16.747], [16.987, 10.977, 16.124], [16.997, 9.588, 16.096], [16.056, 8.924, 15.307], [15.110, 9.676, 14.618], [15.173, 11.002, 14.560], [16.102, 11.619, 15.289], [14.414, 13.734, 18.675], [15.539, 14.103, 17.389], [15.968, 14.481, 19.074], [15.536, 11.652, 17.929], [16.085, 12.043, 19.570], [19.325, 12.290, 19.054], [18.029, 13.105, 19.937], [19.474, 14.232, 17.467], [19.657, 14.774, 19.142], [18.110, 14.978, 18.299], [17.690, 9.027, 16.727], [16.069, 7.834, 15.235], [14.339, 9.193, 14.059], [16.096, 12.711, 15.239], [7.400, 14.195, 20.251], [8.742, 14.002, 19.542], [8.687, 14.633, 18.154], [9.576, 14.111, 17.101], [10.485, 14.827, 16.433], [10.729, 14.752, 14.796], [11.197, 15.808, 17.152], [11.921, 15.758, 18.333], [12.573, 16.749, 18.639], [11.964, 14.514, 19.201], [12.338, 14.748, 20.546], [12.438, 13.700, 21.432], [12.224, 12.400, 20.992], [11.950, 12.151, 19.670], [11.788, 13.198, 18.770], [7.467, 13.915, 21.291], [6.633, 13.566, 19.796], [7.084, 15.225, 20.213], [8.939, 12.943, 19.455], [9.543, 14.416, 20.133], [8.879, 15.702, 18.203], [7.687, 14.487, 17.772], [9.279, 13.250, 16.626], [11.563, 16.543, 16.565], [12.546, 15.779, 20.819], [12.689, 13.881, 22.461], [12.334, 11.566, 21.690], [11.852, 11.115, 19.324], [11.544, 12.964, 17.748], [12.625, 9.510, 12.503], [13.195, 8.913, 11.583], [13.985, 8.157, 10.666], [14.046, 8.438, 9.306], [14.772, 7.667, 8.408], [15.453, 6.540, 8.830], [15.469, 6.278, 10.186], [14.773, 7.073, 11.084], [13.489, 9.273, 8.910], [14.785, 7.928, 7.350], [16.029, 5.926, 8.143], [16.080, 5.469, 10.584], [14.860, 6.844, 12.132]]}

3.
{"formula": "C30H101N25O20", "method": "ωB97M-V/def2-TZVPD", "orbital_gap_ev": 8.2499, "max_force_ev_per_a": 6.29, "species": ["C", "C", "O", "H", "H", "H", "H", "H", "H", "C", "C", "O", "H", "H", "H", "H", "H", "H", "C", "C", "O", "H", "H", "H", "H", "H", "H", "C", "C", "O", "H", "H", "H", "H", "H", "H", "C", "C", "O", "H", "H", "H", "H", "H", "H", "C", "C", "O", "H", "H", "H", "H", "H", "H", "C", "C", "O", "H", "H", "H", "H", "H", "H", "C", "O", "N", "N", "H", "H", "H", "H", "C", "O", "N", "N", "H", "H", "H", "H", "C", "O", "N", "N", "H", "H", "H", "H", "C", "O", "N", "N", "H", "H", "H", "H", "C", "O", "N", "N", "H", "H", "H", "H", "C", "O", "N", "N", "H", "H", "H", "H", "C", "O", "N", "N", "H", "H", "H", "H", "C", "O", "N", "N", "H", "H", "H", "H", "C", "O", "N", "N", "H", "H", "H", "H", "C", "O", "N", "N", "H", "H", "H", "H", "C", "O", "N", "N", "H", "H", "H", "H", "C", "O", "N", "N", "H", "H", "H", "H", "C", "C", "C", "O", "C", "N", "H", "H", "H", "H", "H", "H", "H", "H", "H", "H", "H"], "xyz": [[-3.938, -5.704, 3.210], [-2.820, -5.201, 4.131], [-2.239, -6.356, 4.745], [-4.394, -5.014, 2.499], [-4.842, -6.057, 3.706], [-3.655, -6.545, 2.577], [-3.114, -4.437, 4.851], [-2.079, -4.681, 3.523], [-1.595, -6.759, 4.157], [-2.227, -4.045, -1.511], [-2.847, -3.127, -0.458], [-1.834, -3.073, 0.631], [-1.989, -4.974, -0.994], [-1.335, -3.612, -1.964], [-3.040, -4.131, -2.232], [-3.721, -3.651, -0.072], [-3.105, -2.156, -0.881], [-2.406, -2.824, 1.361], [-4.942, 4.632, 5.042], [-5.136, 4.578, 3.512], [-4.359, 3.489, 3.026], [-5.063, 3.635, 5.467], [-5.522, 5.390, 5.568], [-3.903, 4.906, 5.221], [-4.934, 5.447, 2.887], [-6.175, 4.329, 3.297], [-3.470, 3.771, 2.801], [0.630, 4.780, -2.723], [1.563, 4.366, -3.894], [2.809, 4.209, -3.466], [-0.411, 4.935, -3.008], [0.855, 5.645, -2.099], [0.427, 3.872, -2.154], [1.418, 5.117, -4.670], [1.248, 3.410, -4.311], [2.858, 3.728, -2.637], [-2.772, 3.010, -3.295], [-2.832, 3.577, -1.905], [-1.900, 2.993, -0.994], [-2.771, 3.834, -4.009], [-3.679, 2.414, -3.399], [-1.919, 2.337, -3.370], [-3.806, 3.470, -1.428], [-2.703, 4.659, -1.892], [-1.443, 2.323, -1.508], [0.837, 0.010, 5.040], [-0.415, -0.391, 4.192], [-0.595, -1.811, 4.257], [1.657, -0.410, 4.458], [0.648, -0.396, 6.034], [0.843, 1.100, 5.043], [-0.212, -0.202, 3.138], [-1.287, 0.216, 4.436], [-1.127, -1.987, 5.036], [0.917, 0.638, 0.490], [0.057, -0.520, 0.023], [-1.078, 0.164, -0.360], [0.503, 1.209, 1.321], [1.229, 1.335, -0.288], [1.857, 0.111, 0.658], [-0.115, -1.173, 0.879], [0.448, -1.105, -0.810], [-1.759, -0.497, -0.504], [-0.497, 4.256, 2.111], [-1.535, 4.064, 2.695], [-0.339, 4.134, 0.789], [0.535, 4.726, 2.731], [0.543, 4.469, 0.429], [-1.135, 3.685, 0.358], [0.340, 5.166, 3.618], [1.365, 4.858, 2.169], [4.150, 0.047, -2.936], [2.949, -0.197, -3.033], [4.662, 1.252, -2.851], [5.023, -0.898, -2.700], [5.653, 1.379, -3.005], [4.042, 1.995, -3.139], [4.883, -1.894, -2.781], [5.988, -0.640, -2.853], [0.065, 0.439, -4.858], [-1.007, 0.492, -5.467], [1.216, 0.657, -5.376], [0.165, 0.165, -3.561], [1.966, 0.457, -4.729], [1.245, 0.470, -6.368], [1.062, -0.241, -3.334], [-0.557, 0.232, -2.858], [-1.631, 2.610, 6.088], [-1.425, 1.966, 7.048], [-0.815, 3.471, 5.502], [-2.626, 2.263, 5.338], [-0.016, 3.884, 5.962], [-1.011, 3.816, 4.574], [-2.980, 2.982, 4.723], [-3.261, 1.658, 5.838], [3.563, 5.391, -0.254], [2.484, 4.877, -0.001], [3.902, 6.565, 0.113], [4.549, 4.683, -0.629], [4.874, 6.825, 0.026], [3.269, 6.953, 0.798], [5.458, 5.067, -0.844], [4.337, 3.720, -0.847], [0.566, -3.600, -5.160], [-0.111, -3.949, -6.072], [0.433, -4.015, -3.885], [1.658, -2.914, -5.264], [1.268, -3.774, -3.369], [-0.245, -4.759, -3.805], [1.932, -2.445, -4.413], [2.001, -2.614, -6.165], [-5.902, 0.422, -2.483], [-5.496, 1.384, -1.890], [-5.826, -0.817, -2.083], [-6.229, 0.440, -3.742], [-6.137, -1.620, -2.611], [-5.392, -0.883, -1.173], [-5.932, 1.221, -4.310], [-6.565, -0.395, -4.200], [-3.549, -2.071, -6.155], [-4.143, -3.054, -6.621], [-2.929, -1.108, -6.825], [-3.303, -1.764, -4.866], [-3.059, -1.161, -7.826], [-2.218, -0.456, -6.525], [-3.699, -2.358, -4.152], [-2.694, -0.985, -4.662], [2.825, -3.208, -1.197], [2.524, -2.964, -2.305], [3.164, -4.466, -0.822], [2.733, -2.331, -0.219], [3.035, -5.176, -1.529], [3.295, -4.740, 0.141], [2.559, -1.351, -0.391], [2.671, -2.753, 0.697], [1.646, -4.089, 2.660], [2.596, -4.280, 1.911], [0.457, -3.697, 2.344], [1.622, -4.369, 3.937], [0.202, -3.674, 1.366], [-0.045, -3.127, 3.009], [2.520, -4.643, 4.307], [0.935, -3.892, 4.504], [-4.395, 0.027, 0.986], [-5.096, -0.845, 0.493], [-3.777, -0.081, 2.091], [-4.323, 1.214, 0.407], [-3.849, -0.921, 2.646], [-3.442, 0.762, 2.535], [-4.719, 1.318, -0.516], [-3.778, 2.001, 0.730], [1.158, -7.693, -0.628], [2.333, -7.338, -0.710], [0.919, -8.986, -0.679], [0.057, -6.940, -0.493], [1.583, -9.682, -0.988], [-0.033, -9.321, -0.722], [0.120, -5.933, -0.460], [-0.798, -7.432, -0.710], [7.253, 3.945, 1.564], [6.571, 2.824, 2.304], [5.783, 1.776, 1.514], [5.120, 0.705, 2.196], [4.781, -0.411, 1.470], [7.588, 2.110, 3.157], [8.105, 3.469, 1.079], [7.510, 4.723, 2.283], [6.501, 4.454, 0.962], [5.849, 3.278, 2.983], [6.452, 1.352, 0.764], [5.039, 2.250, 0.874], [5.584, -1.146, 1.531], [4.684, -0.247, 0.397], [3.909, -0.971, 1.808], [6.974, 1.358, 3.438], [8.420, 1.810, 2.669]]}